(1)
Formula: C40H43F2N8O12
Source: OMol25
Level of theory: wB97M-V/def2-TZVPD

Last column: Mulliken charge in e.
Positions of all 105 atoms, in Å:
H -7.925 -2.825 -0.677  0.39
C 2.141 -0.154 3.042  0.45
H -1.234 2.501 1.917  0.63
C 2.411 0.067 -2.208  -0.47
H 5.429 -0.294 -0.197  0.20
H 1.937 -0.164 -3.165  0.45
H -0.003 -4.950 -0.091  0.49
O -11.255 1.933 0.672  -0.62
C -8.031 3.273 3.470  -0.41
O -4.602 1.278 4.466  -0.60
H 4.698 -6.426 -0.543  0.39
H 3.209 -7.519 1.098  0.40
F -3.628 3.853 -1.114  -0.18
H -4.870 3.411 1.250  0.44
C 1.443 0.859 -1.376  0.59
N -10.473 1.337 1.381  1.05
H -7.511 -2.161 1.667  0.39
C -8.448 -1.977 -0.256  -0.45
N -4.560 1.932 3.450  1.01
C -2.838 3.025 -1.816  0.52
H 0.231 -0.594 2.190  0.34
O 2.005 1.027 3.253  -0.54
C 1.260 -0.912 2.066  -1.14
O 0.238 -3.185 -1.721  -0.62
C -8.879 -0.519 1.606  -0.23
H 0.590 4.614 0.907  0.37
C 1.021 -5.280 -0.180  -0.35
H 1.020 2.261 -2.929  0.68
C 10.062 -3.189 -3.439  -0.44
C 1.154 0.538 -0.037  0.13
C -9.354 -1.268 -1.033  -0.42
C 0.836 1.966 -1.906  -0.91
H 0.947 4.967 3.302  0.40
H 0.859 -6.791 1.324  0.41
O -10.208 1.643 2.527  -0.59
H 6.488 -1.730 -3.587  0.48
C 1.876 -4.685 -1.091  0.22
C -9.773 0.174 0.811  0.11
O 7.228 -4.144 -0.653  -0.60
C -0.636 3.973 -1.681  -0.41
H 1.064 3.245 2.884  0.27
C 7.490 -2.128 -3.552  0.04
C 8.425 -1.786 -4.515  -0.65
C 9.707 -2.317 -4.460  -0.46
H 1.311 -1.973 2.295  0.50
N 6.879 -3.380 -1.525  0.94
H -10.736 0.380 -1.090  0.46
O -3.570 2.026 2.741  -0.62
C 9.137 -3.538 -2.469  -0.53
H 3.835 -4.591 -1.961  0.51
H -6.921 4.613 0.561  0.42
F -1.078 5.442 1.634  -0.38
C 7.866 -3.000 -2.546  0.01
N 0.354 1.283 0.687  -0.79
O -2.995 1.849 -1.836  -0.42
O 3.539 0.892 -2.421  -0.40
C -5.758 3.378 1.863  -0.06
H 4.723 2.637 -0.758  0.29
H -6.865 2.030 4.777  0.49
C 5.440 0.574 -0.858  -0.50
H 3.639 -0.369 4.326  0.32
H 10.432 -2.052 -5.218  0.39
H -9.538 -1.561 -2.058  0.38
O 5.755 -2.909 -1.606  -0.45
N 1.374 -3.577 -1.914  1.10
C 0.390 4.100 2.959  -1.41
C 1.510 -6.309 0.607  -0.54
C -8.213 -1.605 1.062  -0.53
C 3.670 -6.107 -0.446  -0.58
C -6.888 2.597 3.859  -0.41
H 5.446 0.523 -3.014  0.55
H -1.920 3.468 0.586  -0.08
N -1.822 3.772 -2.463  -0.13
H -1.625 3.352 -3.367  0.38
H 11.060 -3.601 -3.399  0.39
C -0.213 4.363 1.604  0.65
N 3.110 -0.933 3.670  -0.55
H 2.831 -0.613 0.585  0.06
H 1.463 -1.533 0.017  -0.38
C -6.909 4.049 1.484  -0.52
C -1.006 3.151 1.079  -0.71
O 2.135 -3.080 -2.723  -0.64
C 4.780 0.223 -2.206  -0.09
O -0.118 5.032 -1.537  -0.35
C 2.831 -6.719 0.477  -0.43
H 2.679 -0.868 -1.728  0.10
H 9.399 -4.214 -1.670  0.48
H -8.708 -0.216 2.628  0.47
C -10.027 -0.181 -0.500  -0.42
H 5.414 2.016 0.728  0.44
H 8.150 -1.109 -5.312  0.40
C 1.742 -0.674 0.630  0.62
H -0.380 3.837 3.683  0.36
C 3.194 -5.080 -1.244  -0.36
H 3.815 1.506 0.267  0.09
C 0.012 2.729 -1.106  0.90
C 4.799 1.752 -0.131  -1.08
H -8.942 4.514 1.981  0.45
H 4.662 -0.855 -2.283  -0.02
N -0.182 2.360 0.150  0.95
H 6.487 0.811 -1.041  0.50
C -5.771 2.660 3.044  -0.08
C -8.042 3.996 2.283  -0.53
H -8.915 3.235 4.087  0.38
H 3.736 -1.385 3.015  0.24

Output
E_LUMO (eV): -4.11
Spin multiplicity: 1
Energy (a.u.): -3090.09808
Net charge: +1

=====

(2)
Formula: C40H44BiBrN8O2PS2
Source: OMol25
Level of theory: wB97M-V/def2-TZVPD

Last column: Mulliken charge in e.
Positions of all 99 atoms, in Å:
N -0.430 2.423 0.624  0.07
P -0.621 -4.805 0.615  0.59
H 1.124 -8.473 -3.389  0.37
H 1.251 -4.166 2.756  0.39
C 0.360 -2.230 -2.841  -0.57
C 1.191 0.432 4.364  -0.26
H 2.769 -7.345 -1.918  0.38
C -3.196 3.140 -1.804  0.74
H 0.179 0.996 -3.701  0.34
C 0.651 1.330 3.481  -0.50
Bi -0.017 -0.018 0.064  2.36
C 1.710 -7.147 -1.802  -0.63
C 1.277 -6.254 -0.835  -0.40
H 1.504 3.193 -1.655  0.07
C -1.579 -1.348 -4.761  -0.96
N 4.454 2.016 -2.042  0.08
H 1.378 -2.255 -2.452  0.46
O 1.759 -0.797 0.182  -1.12
C -0.126 -5.680 2.143  0.30
H 4.950 4.012 -2.431  0.31
N 2.519 1.684 -0.605  1.49
H 3.603 0.194 -1.511  0.32
S -2.605 -4.564 0.572  -0.56
H -3.626 5.059 -2.711  0.40
H -5.197 0.479 -2.496  0.45
C 0.628 -7.036 4.458  -0.38
C -1.510 -0.800 -3.301  -0.33
C 1.193 -5.807 4.157  -0.71
H -1.983 -0.594 -5.441  0.34
Br 2.462 1.027 5.648  -0.25
H 5.632 0.886 -0.733  0.38
H -0.345 -3.642 -4.358  0.36
C 4.060 3.407 -2.228  -0.62
H -0.314 5.026 0.014  0.48
C 2.188 3.098 -0.806  -0.39
H 6.237 2.512 -1.043  0.32
H 2.824 0.760 -2.627  0.32
C 0.786 -7.779 -2.628  -0.39
H 5.151 4.397 -0.037  0.32
C -0.999 -6.615 -1.508  -0.29
C -0.082 -5.984 -0.680  0.04
C 0.817 -5.130 3.001  -0.19
H -3.564 -0.579 -0.904  0.77
H 1.926 -5.366 4.823  0.39
C -1.966 5.169 -1.387  -0.92
H 1.994 -5.747 -0.199  0.36
H 0.933 2.375 3.500  0.52
C -2.977 4.520 -2.031  -0.85
C -1.292 3.163 -0.235  -0.67
C -4.396 1.070 -2.074  -0.83
H -1.878 0.228 -3.251  0.16
C 0.290 -2.756 -4.303  -0.94
H -0.769 -8.548 3.835  0.36
H 1.552 0.466 -3.437  -0.28
O -1.554 -0.918 1.584  -0.84
N -0.246 -1.739 -5.214  -0.22
H -2.138 -1.419 -2.653  0.38
N 3.373 3.928 -1.049  0.09
H 1.610 -0.817 -5.499  0.33
C -0.972 1.926 1.672  -0.20
C 5.330 1.925 -0.873  -0.68
C 0.806 -0.911 4.347  -0.27
H -1.442 -7.335 1.790  0.36
C -0.291 0.875 2.552  0.17
S 0.413 -3.088 0.420  -0.24
H 3.401 3.494 -3.095  0.32
C -0.318 -7.590 3.602  -0.60
C 4.257 3.786 0.112  -0.71
C -0.713 -0.514 2.481  0.06
H -2.052 -6.390 -1.387  0.36
C 3.437 1.580 0.537  -0.82
N -2.491 1.125 -0.639  0.23
C -0.566 -7.510 -2.481  -0.52
H -0.242 -2.843 -2.175  0.10
H 0.918 -7.562 5.360  0.36
C 0.628 -0.024 -3.709  0.13
H -1.290 -7.993 -3.127  0.38
H 2.921 1.930 1.436  0.03
C -2.344 2.446 -0.924  0.44
H 1.281 -3.049 -4.654  0.29
H 3.745 4.164 1.001  0.32
H -0.401 -2.412 3.423  0.69
C -3.482 0.470 -1.178  -0.74
H -4.935 2.871 -3.074  0.40
H 0.223 0.200 -5.848  0.36
C -4.246 2.388 -2.391  -0.75
C -1.116 4.495 -0.482  -0.13
H 1.238 -1.604 5.057  0.45
H 3.685 0.531 0.687  0.24
H -2.005 2.163 1.942  0.43
H -1.807 6.225 -1.567  0.40
H 1.678 3.480 0.081  -0.10
N -0.130 -0.841 -2.789  0.96
C -0.693 -6.914 2.452  -0.58
C 3.265 1.223 -1.753  -1.63
H -2.243 -2.213 -4.809  0.33
C 0.604 -0.556 -5.158  -1.14
N 4.649 2.396 0.334  0.11
C -0.114 -1.369 3.438  -0.78

Output
E_LUMO (eV): 1.60
ΔE to the lowest compared entry with this formula, charge and spin (kcal per mole): 110.0
Spin multiplicity: 1
Energy (a.u.): -6065.48123
Net charge: -1

=====

(3)
Formula: C40H44BiBrN8O2PS2
Source: OMol25
Level of theory: wB97M-V/def2-TZVPD

Last column: Mulliken charge in e.
Positions of all 99 atoms, in Å:
H 0.471 4.024 1.831  -0.80
H -5.929 -1.277 -2.015  0.33
H -2.344 0.869 -2.010  0.28
C 5.583 -4.946 -1.353  -0.40
C 5.618 0.503 -4.573  -0.75
H 2.946 3.960 2.479  0.40
H 3.560 -3.779 -3.809  0.38
H -4.708 -3.321 -2.099  0.35
C -1.885 -1.662 -1.507  0.16
C -0.820 5.655 1.172  -0.88
C -3.481 -1.301 0.236  -0.43
C 3.891 -2.807 -1.927  0.16
C -0.685 -4.562 1.531  -1.14
H 0.647 4.386 0.120  0.71
C 1.581 2.359 2.933  -0.03
H -1.127 -1.186 -2.133  -0.09
N -2.922 -2.261 -2.351  0.05
S 1.045 -2.196 -2.995  -0.44
H 2.186 -1.134 -5.228  0.30
H -0.487 6.426 0.473  0.27
C 0.051 0.569 3.913  -0.81
O 1.681 1.842 1.779  -0.92
H 5.658 0.931 -6.677  0.37
C 3.152 -0.676 -5.057  -0.37
H 2.825 5.059 4.661  0.41
C -2.166 -1.396 3.898  0.01
H 1.568 -2.697 -0.145  0.09
N -2.260 5.477 0.999  -0.21
C 3.664 -0.659 -3.769  0.07
N -4.167 -0.177 -2.251  0.09
P 2.757 -1.431 -2.371  1.13
H -3.577 -2.830 4.680  0.38
C -2.733 4.463 1.942  -0.91
H 3.456 -0.112 -7.104  0.38
H -2.689 2.310 1.462  -0.05
H 0.199 1.997 6.061  0.47
C 4.088 -3.822 -2.863  -0.68
N -1.036 3.257 0.609  0.55
C 5.383 -3.945 -0.416  -0.68
H -2.539 -0.578 4.501  0.54
H -3.577 4.887 -0.502  0.42
C -1.995 3.115 1.715  0.09
H 5.289 -0.027 -2.520  0.41
H -3.921 -0.557 0.905  0.17
H 0.767 -5.024 0.019  0.51
H 5.883 -3.991 0.544  0.40
H -2.804 -0.714 -3.749  0.39
H -1.045 3.693 -1.428  0.68
C 0.326 -4.277 0.665  -0.67
C -0.072 4.316 0.939  0.23
O -0.190 1.488 -1.783  -0.93
C -3.925 -2.869 -1.483  -0.76
C 4.901 -0.061 -3.531  -0.29
C -1.763 3.656 -0.611  -0.01
H -2.158 5.769 -1.058  0.27
C -1.221 -3.529 2.341  1.27
H 0.010 0.011 4.861  0.41
C -1.131 -1.169 3.028  -0.92
C 1.460 3.604 5.494  -0.39
H -3.564 1.108 -0.728  0.23
C -2.752 -2.679 3.995  -0.91
C 2.319 3.544 3.258  -0.40
H -3.026 -2.084 0.842  -0.18
C -3.110 0.378 -1.404  -0.87
H 5.082 -5.663 -3.316  0.38
N 0.317 -1.965 1.297  -0.08
C 0.789 1.825 3.998  0.70
C -2.499 4.997 -0.364  -0.92
C -5.144 -0.840 -1.392  -0.75
H -1.443 2.806 2.605  -0.03
H -3.448 -3.652 -0.888  0.36
Bi 0.211 0.878 0.000  1.88
H -1.418 -2.455 -0.923  -0.28
H 4.385 -2.084 0.020  0.42
H -5.596 -0.096 -0.731  0.36
H -0.639 6.025 2.184  0.41
H 6.240 -5.778 -1.129  0.37
Br 1.360 4.436 7.203  -0.26
S 2.801 -0.130 -0.836  -0.55
H -1.093 -5.563 1.615  0.39
C 0.797 -2.943 0.577  -0.05
H -3.811 4.352 1.807  0.33
N -2.446 -0.652 -0.583  0.84
H 6.577 0.967 -4.378  0.38
C -3.558 -1.192 -3.122  -0.75
C 3.868 -0.102 -6.102  -0.55
C 0.774 2.446 5.259  -0.67
C 4.543 -2.874 -0.704  -0.12
C 2.254 4.157 4.480  -0.42
C 5.101 0.484 -5.863  -0.39
N -4.545 -1.897 -0.575  0.10
H -2.563 4.833 2.955  0.37
C 4.933 -4.882 -2.581  -0.61
N -0.510 0.074 2.884  0.91
H -2.462 2.865 -0.866  -0.53
H -4.334 -1.623 -3.759  0.36
C -2.288 -3.724 3.254  -0.73
C -0.662 -2.244 2.197  0.31
H -2.732 -4.708 3.342  0.39

Output
E_LUMO (eV): 2.24
ΔE to the lowest compared entry with this formula, charge and spin (kcal per mole): 14.2
Spin multiplicity: 1
Energy (a.u.): -6065.63388
Net charge: -1

=====

(4)
Formula: C40H44BrFePSe
Source: OMol25
Level of theory: wB97M-V/def2-TZVPD

Last column: Mulliken charge in e.
Positions of all 88 atoms, in Å:
C -2.163 -3.578 4.765  0.70
H 3.776 3.902 -0.797  0.26
H 0.029 -1.422 1.872  0.01
H -1.271 6.028 1.971  0.43
C -2.168 -1.244 3.216  0.32
H -1.068 -5.299 -3.082  0.38
Se -2.263 0.327 2.176  0.13
C 3.956 3.038 -0.157  -1.19
C 2.125 3.606 -3.186  -1.23
C 3.496 -2.835 1.020  -0.71
C -0.958 4.521 0.507  0.60
C -1.010 -3.333 -2.231  -0.18
C 3.891 1.722 -0.942  -0.45
C -2.855 -2.596 1.164  -1.07
C -1.777 -1.187 4.567  0.78
H 4.202 0.903 -0.294  -0.01
C 1.010 -1.812 1.640  0.81
H -2.825 -3.637 0.841  0.35
C -1.588 -2.059 -2.183  0.09
C 1.840 0.554 1.481  -1.36
C -2.159 4.384 -2.993  -1.01
C 2.357 -0.448 -2.023  0.16
H 3.199 3.050 0.628  0.12
C -0.519 -0.141 -0.686  -0.44
H -1.903 2.802 -4.389  0.41
H -0.249 0.260 4.968  0.33
C -2.646 -4.063 -3.845  -0.39
H 3.046 1.726 -3.732  0.60
H -0.141 -3.531 -1.615  0.43
H 2.610 -4.788 1.224  0.37
H -2.603 7.451 0.401  0.37
P 2.197 1.299 -1.505  1.07
C 2.047 -0.891 1.398  -0.20
C 3.618 -0.858 -2.778  -1.67
H -1.481 -2.320 6.355  0.29
H -3.169 -0.831 -2.937  0.47
H -3.049 -4.833 -4.492  0.36
H 3.566 -1.922 -3.023  0.44
C -0.628 2.729 -1.207  -0.47
C 3.297 -1.458 1.082  -0.08
H 4.516 -0.709 -2.173  0.30
C -1.454 5.702 0.956  -0.77
H 2.732 1.168 1.553  0.72
C -1.704 3.156 -3.382  -1.08
H -2.170 -2.018 0.545  -0.37
H -0.663 1.361 -2.832  0.58
H -3.001 6.684 -1.902  0.35
H 4.561 1.744 -1.805  0.57
Br 0.052 3.461 1.700  -0.09
C 2.172 2.077 -3.178  -0.66
C 1.205 -3.179 1.581  -0.52
C -1.786 -2.361 5.314  -0.96
C 2.454 -3.717 1.266  -0.72
H 4.933 3.167 0.312  0.39
H 1.019 0.851 2.134  0.02
H 2.255 -1.042 -1.117  -0.26
H 0.367 -3.841 1.782  0.45
H 1.297 3.975 -2.579  0.19
H -2.698 5.031 -3.677  0.33
H 3.745 -0.313 -3.716  0.38
H -1.724 -5.658 5.110  0.34
C -2.427 6.075 -1.213  -0.97
H 4.134 -0.796 0.887  0.33
C -2.210 6.501 0.062  -0.54
C -1.159 3.996 -0.800  0.83
C -1.011 -1.017 -1.379  -0.11
H -1.746 -4.668 6.574  0.37
H -3.858 -2.203 0.976  0.38
C -2.717 -1.815 -2.976  -0.43
H 1.985 3.982 -4.202  0.37
H -1.391 0.024 6.302  0.43
H 1.284 1.680 -3.673  0.30
H 3.052 4.036 -2.802  0.32
C -3.238 -2.805 -3.798  -0.59
H -4.108 -2.594 -4.408  0.38
Fe 0.412 1.451 -0.053  -0.57
H 4.483 -3.221 0.789  0.39
C -2.497 -3.621 3.416  -0.82
C -0.968 2.344 -2.490  0.46
H -2.762 -4.572 2.963  0.34
C -1.534 -4.321 -3.054  -0.60
H -1.855 0.951 4.864  0.38
C -1.920 4.828 -1.673  1.13
H 1.459 -0.650 -2.610  0.21
H -3.258 -5.120 5.785  0.31
C -1.300 0.086 5.217  -1.81
C -2.222 -4.823 5.606  -1.52
C -2.502 -2.483 2.622  1.00

Output
E_LUMO (spin up / spin down) (eV): 2.56 / 0.65
ΔE to the lowest compared entry with this formula, charge and spin (kcal per mole): 57.9
Spin multiplicity: 2
Energy (a.u.): -8131.04190
Expectation value of S²: 0.928
Net charge: -1

=====

(5)
Formula: C40H44FeN7O5
Source: OMol25
Level of theory: wB97M-V/def2-TZVPD

Last column: Mulliken charge in e.
Positions of all 97 atoms, in Å:
H -2.079 -0.829 3.374  0.26
C -1.942 -3.075 1.895  0.76
O -0.351 4.071 2.755  -0.62
C -1.596 2.440 4.047  -0.47
H -7.493 -4.198 1.797  0.39
H -5.365 -4.328 3.015  0.45
N 1.035 -2.927 -0.489  -0.28
C -3.144 -3.328 3.950  -0.41
Fe -0.850 -1.235 0.245  1.58
H 3.652 5.014 -0.119  0.34
H 0.619 -3.790 -0.818  0.26
H 0.129 3.344 0.914  0.43
N 1.252 -1.477 1.918  -0.34
H 5.646 1.554 -0.886  0.38
C 2.684 3.302 -4.726  -0.76
C -5.490 -3.598 2.225  -0.67
C 3.374 3.486 -2.411  -0.01
N 1.749 2.853 -0.656  0.19
C 4.021 -0.104 -2.514  -0.39
H 5.291 4.366 0.107  0.23
C 0.941 1.850 -0.138  -0.53
H 1.002 -2.108 2.671  0.18
H -4.053 -3.187 4.518  0.57
C 5.159 0.890 -0.165  -1.31
C -2.048 -1.221 -2.399  0.17
C -4.572 -1.819 0.874  0.11
C -0.574 1.813 1.935  -0.14
H -5.865 -1.121 -0.692  0.39
C 1.161 2.725 -2.985  -0.36
C 1.433 2.861 -4.330  -0.43
C 0.939 4.227 3.311  -0.63
H 2.736 -1.100 0.553  -0.36
C 1.292 -0.475 -2.614  -0.17
H -2.602 0.856 5.079  0.46
C 3.447 -0.711 -3.619  -1.21
N -3.549 -0.928 0.587  -0.10
H 0.004 -3.919 1.852  0.69
H -0.018 -4.550 4.251  0.43
H 4.600 4.000 -4.061  0.46
O 3.759 0.891 -0.309  -0.03
C -4.426 -2.758 1.910  0.20
H -2.018 -4.065 5.615  0.40
H 4.071 -1.022 -4.442  0.42
H 2.919 3.421 -5.772  0.41
C 2.083 -0.925 -3.654  -0.69
C -1.041 0.515 2.072  -1.08
H -3.427 0.756 -4.469  0.35
C -0.852 -3.693 2.467  -1.13
C 1.836 0.188 -1.515  1.02
H 3.087 -3.425 -0.176  0.47
C 3.630 3.621 -3.776  -0.49
H 3.886 3.295 0.318  0.09
C 2.175 -3.164 0.382  -1.08
N -1.999 -0.033 -1.790  0.19
O -2.275 2.158 -2.396  -0.73
H 0.186 2.406 -2.651  0.49
H -1.682 0.762 -4.740  0.15
H 1.696 3.725 -0.150  0.47
C -0.874 -4.065 3.807  -0.27
H 1.386 -0.554 2.314  0.21
H 1.585 3.376 3.065  0.18
O -1.788 -2.286 -1.827  -0.67
C -6.680 -3.541 1.526  -0.80
C -6.797 -2.662 0.461  -0.68
C 4.288 4.132 -0.254  -0.64
O 4.446 3.818 -1.619  -0.50
C -1.746 0.191 3.225  0.72
H 1.952 -4.005 1.045  0.46
H -3.088 -0.519 1.392  -0.08
C -5.757 -1.810 0.137  -0.60
C -3.144 -2.995 2.589  0.25
N 0.964 0.619 -0.516  1.46
H 0.890 4.332 4.401  0.32
C 2.453 -1.911 1.220  0.26
H 5.572 -0.118 -0.277  0.42
C -2.247 0.975 -2.663  0.21
H 3.296 -2.109 1.900  0.54
H 5.087 0.048 -2.505  0.49
C -2.473 0.401 -4.079  -0.41
H 0.666 2.647 -5.057  0.48
H 5.364 1.250 0.844  0.26
C -2.044 1.137 4.196  -0.89
N 0.174 2.330 0.874  0.05
H -1.640 -1.590 -4.468  0.33
C 2.116 3.012 -2.015  0.26
C -2.006 -3.818 4.563  -0.93
C 3.240 0.329 -1.453  -1.19
H -3.354 -1.621 -4.053  0.38
H 1.633 -1.415 -4.506  0.47
C -0.860 2.778 2.928  0.54
H 1.320 -2.370 -1.292  -0.08
H 0.221 -0.604 -2.633  -0.08
C -2.411 -1.103 -3.873  -0.73
H -7.711 -2.637 -0.114  0.39
H -1.816 3.190 4.793  0.45
H 1.360 5.139 2.884  0.26
H -3.759 -0.250 -0.134  0.18

Output
E_LUMO (spin up / spin down) (eV): 0.47 / -1.09
ΔE to the lowest compared entry with this formula, charge and spin (kcal per mole): 32.0
Spin multiplicity: 6
Energy (a.u.): -3573.75331
Expectation value of S²: 8.774
Net charge: 0